Density functional theory data (wB97M-V/def2-TZVPD) for a gas-phase ion, C4H9N4 (charge +1).

Last column: Mulliken charge in e.
CARTESIAN COORDINATES (ANGSTROEM)
H: -2.23538 -1.30636 -1.98378  0.2854
N: -1.24037 -1.00606 -1.98955  -0.5701
N: -0.43513 -1.57271 -1.28438  0.5012
N: 0.70364 -1.71876 -1.11042  -0.1161
C: 1.53301 -1.77290 -0.08937  -0.1537
N: 1.47010 -0.82062 0.91034  -0.0675
C: 0.69517 0.22338 1.09504  0.0452
C: -0.42151 0.61584 0.27289  -0.3797
C: -0.92491 2.07195 0.32100  -1.4789
H: 2.41775 -2.35397 -0.30681  0.3718
H: 2.08872 -1.13134 1.60121  0.2422
H: 0.94575 0.85231 1.92124  0.4839
H: -0.13589 0.54683 -0.83852  0.3420
H: -1.42668 0.16300 0.34090  0.3431
H: -0.11916 2.78625 0.44980  0.4071
H: -1.51826 2.10966 1.28188  0.3662
H: -1.39686 2.31348 -0.59147  0.3781

- total charge = +1
- SMILES = [H]/N=N/N=C\[NH+]=C/CC
- gap between HOMO and LUMO (spin up / spin down) (eV) = 7.416 / 7.413
- LUMO energy (spin up / spin down) (eV) = -5.4054 / -5.4064

=====

Density functional theory data (wB97M-V/def2-TZVPD) for 2 unconnected molecules or ions with the total composition C5H10O2.

Last column: Mulliken charge in e.
CARTESIAN COORDINATES (ANGSTROEM)
C: 2.78071 -1.17223 1.31509  -1.1428
C: 2.07439 -0.17702 0.42135  -0.0837
C: 0.86017 -0.45584 -0.07827  -0.2033
C: 0.20366 0.25687 -1.21617  -0.4338
C: -1.06868 -0.02303 -1.52031  -0.1735
O: -2.12965 0.84667 -1.37908  -0.4285
H: 3.79633 -1.36925 1.00094  0.2920
H: 2.85479 -0.95636 2.39229  0.3045
H: 2.21558 -2.07772 1.53652  0.3307
H: 2.53194 0.73782 0.06612  0.3414
H: 0.11593 -0.95902 0.56994  0.2772
H: 0.66052 1.19323 -1.58270  0.2734
H: -1.38079 -1.05823 -1.52874  0.3708
H: -2.10710 1.70149 -1.81461  0.2690
O: -3.90797 1.01679 0.97797  -0.6207
H: -3.87400 1.92532 0.67227  0.2921
H: -3.62582 0.57052 0.16739  0.3350

- SMILES = C/C=C/C=C/O.O
- gap between HOMO and LUMO (eV) = 8.190
- LUMO energy (eV) = 0.3371

=====

Density functional theory data (wB97M-V/def2-TZVPD) for a gas-phase ion, C3H9NO (charge +1).

Last column: Löwdin spin population.
CARTESIAN COORDINATES (ANGSTROEM)
C: -0.81774 -0.30357 -0.93217  0.0993
C: -0.57316 0.47154 0.37198  0.0905
C: 0.94772 0.52149 0.55793  0.0033
O: 1.21302 1.15681 1.85026  0.0355
N: -0.21921 -1.68683 -1.00685  0.6896
H: -0.57526 0.49729 -1.84064  0.0282
H: -1.83318 -0.65068 -1.27486  0.0036
H: -1.03830 -0.17176 1.10730  0.0012
H: -1.02679 1.48781 0.32755  0.0033
H: 1.43051 1.03012 -0.15488  0.0001
H: 1.31018 -0.42146 0.59948  0.0024
H: 1.06768 2.06621 1.73090  0.0003
H: -0.67074 -2.33368 -0.48586  0.0270
H: 0.78527 -1.66330 -0.85014  0.0159

- 2S+1 = 2
- total charge = +1
- expectation value of S² = 0.76
- gap between HOMO and LUMO (spin up / spin down) (eV) = 11.478 / 5.433
- LUMO energy (spin up / spin down) (eV) = -3.5545 / -9.4160

=====

Density functional theory data (wB97M-V/def2-TZVPD) for a molecular structure, C8H16BBrF6NO10PtS2.

Last column: Löwdin spin population.
CARTESIAN COORDINATES (ANGSTROEM)
Pt: -9.03008 13.20795 9.11977  1.5076
N: -9.44685 11.53975 7.98054  0.0497
S: -9.81990 11.37808 6.42717  0.0085
O: -11.20257 11.13612 6.06713  0.0097
O: -8.82468 10.84761 5.53091  0.0027
F: -9.83769 12.94436 6.17267  0.0001
S: -10.11895 9.98032 8.41321  0.0122
O: -9.64871 8.94764 7.52125  0.0198
O: -11.46086 9.90662 8.99290  0.0032
F: -9.08959 9.70321 9.68044  0.0010
Br: -7.04454 14.53512 8.04378  0.1732
B: -10.25686 13.55734 11.59711  0.0041
F: -11.49756 14.10326 11.89238  0.0016
F: -10.34594 12.37507 10.91489  0.0447
F: -9.50345 14.47859 10.93791  0.0360
F: -9.63827 13.18156 12.79380  0.0016
C: -9.37227 17.75264 8.34030  0.0000
C: -9.77259 16.99081 7.14684  -0.0002
O: -11.13759 16.54516 7.34825  -0.0003
C: -11.39726 15.36558 7.91244  0.0075
O: -10.60399 14.55136 8.39986  0.0585
O: -12.69687 15.35575 8.09939  0.0015
C: -13.28987 14.48280 9.08391  0.0000
H: -10.02107 18.58565 8.61094  0.0000
H: -8.37437 18.19075 8.32118  0.0001
H: -9.39600 17.06987 9.18962  -0.0001
H: -9.11582 16.19062 6.80558  -0.0002
H: -9.84023 17.75863 6.37615  0.0000
H: -14.36247 14.63215 9.20772  0.0000
H: -12.98981 14.73955 10.09986  0.0000
H: -13.08438 13.43406 8.86938  -0.0001
C: -6.84393 11.25467 14.85161  0.0001
C: -6.22636 10.60127 13.55474  0.0004
O: -7.00067 10.88279 12.33540  0.0008
C: -6.97070 12.05819 11.68907  0.0064
O: -7.52891 12.21821 10.59534  0.0495
O: -6.22935 13.04933 12.32513  0.0000
C: -6.29500 14.35932 11.85794  0.0002
H: -6.27395 10.96611 15.73476  0.0000
H: -7.89792 10.98296 14.90969  0.0000
H: -6.82349 12.34374 14.81152  0.0000
H: -6.29598 9.52198 13.69034  0.0000
H: -5.16186 10.80175 13.43330  0.0000
H: -5.87055 14.54460 10.87122  0.0001
H: -5.77994 15.06824 12.50620  0.0000
H: -7.32609 14.69416 11.97129  0.0001

- 2S+1 = 3
- total charge = -1
- expectation value of S² = 2.00
- gap between HOMO and LUMO (spin up / spin down) (eV) = 8.636 / 7.895
- LUMO energy (spin up / spin down) (eV) = 2.5934 / 1.6953

=====

The records above yield relative energy (zero: lowest compared OMol25 entry of this formula, charge and spin) values of 130.6; 99.5; 65.8; 46.8 kcal per mole, respectively.